Here is a 2-piece molecular cluster, C4H12N2O7P2 overall at a distorted geometry from the Open Molecules 2025 dataset. Energies are from ωB97M-V/def2-TZVPD.

Each line ends with the Mulliken charge.
Geometry (Å):
C -2.0881 3.8074 0.5654  -0.815
C -1.6316 2.6217 1.2433  -0.317
C 0.4706 1.5522 0.6380  -1.159
C 1.0167 0.3594 -0.1107  0.508
N 5.3532 -0.5061 1.1932  -1.140
N 0.7613 0.4069 -1.4760  -0.609
O -1.0043 -1.2634 0.5435  -0.621
O 1.0951 -2.2135 -0.6912  -0.764
O 2.9137 2.0498 -1.2256  -0.802
O 3.3055 1.2663 1.1803  -0.808
O 1.0240 -1.4941 1.8829  -0.828
O 3.3053 -0.4267 -0.8649  -0.742
O -0.8744 1.6597 0.3467  -0.214
P 0.6864 -1.3507 0.4174  0.996
P 2.9973 0.9109 -0.2574  0.983
H -1.3193 4.3432 0.0325  0.349
H -3.0895 3.7407 0.0521  0.249
H -0.8977 2.6454 2.1085  0.409
H -2.4911 2.0112 1.6335  0.218
H 0.7792 1.4354 1.6861  0.448
H 0.9853 2.4992 0.1598  0.341
H 4.9331 -1.0340 1.8724  0.230
H 5.0680 -0.9206 0.2831  0.406
H 4.6705 0.2140 1.3655  0.574
H 1.3088 -0.4349 -1.8592  0.356
H -1.1938 -0.4051 0.9242  0.340
H 1.0203 1.3157 -1.8497  0.409

Results
- DFT total energy (eV) = -40233.9164
- HOMO-LUMO gap (alpha / beta) (eV) = 5.174 / 7.113
- HOMO (alpha / beta) (eV) = -1.292 / -1.902
- energy relative to the best compared isomer or geometry (same formula, charge and spin) (kcal per mole) = 17.2
- molar mass (g/mol) = 262.09
- charge = -2
- LUMO (alpha / beta) (Ha) = 0.1427 / 0.1915